Density functional theory data (ωB97M-V/def2-TZVPD) for a molecular structure, C4H6InO4.

The HOMO energy is -13.05 eV. For the gap between HOMO and LUMO, the calculation gives 3.5 eV. The value obtained for the energy above the lowest of the compared OMol25 structures with the same formula, charge and spin is 363.2 kJ/mol. The net charge is +1. For the molar mass, the calculation gives 232.91 g mol⁻¹. The spin multiplicity is 1.

Structure (XYZ):
```
15
Properties=species:S:1:pos:R:3:mulliken_charge:R:1
In 7.998 -11.024 4.945 0.976
C 8.370 -14.639 2.217 -0.828
C 7.349 -14.461 3.277 0.713
O 6.957 -13.354 3.767 -0.389
O 6.698 -15.399 3.756 -0.337
H 7.844 -15.030 1.344 0.281
H 8.917 -15.533 2.537 0.335
H 9.001 -13.782 2.022 0.294
C 3.596 -10.736 6.943 -0.851
C 4.484 -11.850 6.511 0.656
O 5.477 -11.790 5.745 -0.427
O 4.168 -13.000 6.879 -0.320
H 2.656 -10.820 6.399 0.277
H 4.031 -9.750 6.761 0.294
H 3.405 -10.787 8.015 0.326
```

***

Density functional theory data (ωB97M-V/def2-TZVPD) for a molecular structure, C4H6KO3.

The HOMO energy is -12.99 eV. For the gap between HOMO and LUMO, the calculation gives 9.1 eV. The value obtained for the energy above the lowest of the compared OMol25 structures with the same formula, charge and spin is 198.3 kJ/mol. The net charge is +1. For the molar mass, the calculation gives 141.19 g mol⁻¹. The spin multiplicity is 1.

Structure (XYZ):
```
14
Properties=species:S:1:pos:R:3:mulliken_charge:R:1
H 1.509 -0.761 2.167 0.373
O -0.025 0.547 1.474 -0.273
O -1.060 -0.986 0.270 -0.305
O -2.163 0.922 0.877 -0.591
C 0.859 -0.633 1.307 -0.433
C 0.119 -1.555 0.657 0.192
C -1.108 0.348 0.759 0.567
H 0.326 -2.571 0.334 0.403
K -4.417 1.171 2.152 1.024
H 2.971 -1.026 0.121 0.185
C 3.653 -1.852 0.550 -0.955
H 4.177 -2.264 -0.321 0.304
H 4.322 -1.341 1.254 0.286
H 3.190 -2.698 1.074 0.222
```

***

Density functional theory data (ωB97M-V/def2-TZVPD) for a molecular structure, C4H6LiO7Pb.

The HOMO energy (spin up / spin down) is -1.21 / -1.30 eV. For the gap between HOMO and LUMO (spin up / spin down), the calculation gives 2.2 / 2.3 eV. The value obtained for the energy above the lowest of the compared OMol25 structures with the same formula, charge and spin is 247.6 kJ/mol. The net charge is -1. For the molar mass, the calculation gives 380.23 g mol⁻¹. The spin multiplicity is 1.

Structure (XYZ):
```
19
Properties=species:S:1:pos:R:3:mulliken_charge:R:1
O 4.479 0.764 0.522 -0.871
C 3.307 1.110 0.228 0.882
O 2.905 2.297 0.302 -0.856
O 2.433 0.114 0.008 -0.235
O -1.083 -0.611 -0.200 -0.651
C 0.292 -0.880 -0.216 -0.795
C 1.044 0.425 -0.011 -0.287
Li 4.803 2.691 0.667 0.869
H 0.574 -1.294 -1.198 0.282
H 0.537 -1.559 0.618 0.309
H 0.747 0.889 0.940 0.249
H 0.825 1.119 -0.834 0.255
C -3.086 -0.453 0.029 1.085
O -3.375 -1.405 -0.779 -0.689
O -3.706 0.759 -0.123 -0.474
H -4.235 0.727 -0.927 0.322
Pb -2.194 -3.113 -1.361 -0.161
O -2.768 -0.713 1.284 -0.690
H -1.499 -0.868 1.052 0.458
```

***

Density functional theory data (ωB97M-V/def2-TZVPD) for a gas-phase ion, C4H6N (charge +1).

The HOMO energy is -14.11 eV. For the gap between HOMO and LUMO, the calculation gives 7.7 eV. The value obtained for the energy above the lowest of the compared OMol25 structures with the same formula, charge and spin is 350.5 kJ/mol. The net charge is +1. For the molar mass, the calculation gives 68.10 g mol⁻¹. The spin multiplicity is 1.

Structure (XYZ):
```
11
Properties=species:S:1:pos:R:3:mulliken_charge:R:1
C 0.348 0.897 0.237 -0.041
C -0.883 0.390 0.293 0.201
C 2.299 -0.581 0.027 -0.191
C -2.081 -0.090 -0.211 -0.756
N 1.484 0.360 -0.143 -0.206
H 0.419 1.983 0.291 0.330
H 2.339 -0.948 1.088 0.274
H 3.066 -0.752 -0.733 0.290
H -2.121 0.046 -1.216 0.350
H -2.856 -0.140 0.495 0.383
H -2.012 -1.164 -0.127 0.366
```

***

Question: What is the molar mass in the second record?
Answer: 141.19 g mol⁻¹

***

Question: molar mass of number 1 (C4H6InO4)?
Answer: 232.91 g mol⁻¹